# 1
Here is a cluster of 8 separate species, C36H64N5O29S7 in total from the Open Molecules 2025 dataset. Energies are from ωB97M-V with the def2-TZVPD basis set.

Geometry (Å):
O -1.1849 5.2726 6.9599
H 5.1869 -0.1880 -3.3451
S 4.3475 -5.4156 -3.9576
H -4.7194 0.3687 -1.3420
C -5.8468 0.0142 7.3660
H -6.9513 -2.4680 4.0777
H 0.9174 1.2939 4.4797
H -1.2818 -0.3851 -6.7752
H -1.6017 -2.6202 -5.5526
O -6.5107 -2.8627 6.0704
O -3.8782 2.6143 8.5222
C 1.9582 1.0296 4.1542
H -6.6366 0.1815 6.6345
N 2.4352 1.2496 -4.2133
H 3.0861 1.2433 2.2835
H -0.8312 1.9784 2.7018
H 3.0246 1.8933 -6.8650
C -1.2609 1.5956 -0.3231
O 8.6920 -6.1075 -3.2608
H 0.4347 -4.1357 -4.9655
O 4.7331 -5.5109 -2.3961
H 2.2350 -6.6801 -2.3101
H -0.3329 2.4915 -10.1125
O 2.7377 -5.3379 -3.7779
C -0.7397 4.0105 -8.6072
O -6.5210 -1.9610 1.6353
S -3.9309 1.1969 8.4223
C -5.6169 -1.6018 -1.4612
H -0.5355 0.2225 2.9513
C 2.1253 0.7272 2.6068
H -0.5833 4.2399 9.4487
C -0.5770 -2.2681 -5.8564
O -2.8932 3.7625 6.0072
H -6.6162 -2.0332 -1.5609
S -2.5176 5.1083 -9.9660
H -6.8610 -0.3485 9.2617
C 2.8898 3.5443 3.9896
C -0.7360 0.5607 -1.4026
H -1.6619 1.2654 -3.2482
C 1.5549 1.6263 -5.2217
C -0.3585 -0.9829 -6.5446
S -1.7214 3.7529 6.8132
O -5.5085 -5.0194 5.5562
O -0.6016 2.9138 6.5357
H 0.3030 5.9165 3.6885
H 0.9016 5.2519 5.3172
C -6.2665 0.4178 8.7673
O -5.0036 -2.1689 -0.3007
S -5.9312 -4.1584 6.8566
H 3.9858 1.6982 4.6698
H 0.2753 0.1299 -1.1552
C 3.9051 1.1416 -4.2381
H 3.6424 -5.6158 -0.6293
H -2.5631 1.1075 1.3813
H -2.1884 4.7306 10.0459
O 4.6744 -6.6497 -4.5775
H -7.1179 -4.8854 4.2941
H 2.3208 -0.3751 2.4317
O -1.5415 5.1885 -8.6760
O 9.0221 -4.7323 -1.2837
H -1.5998 -0.3181 0.7859
O -3.8264 4.7745 -9.5254
H -5.5353 -4.6777 3.5053
H 0.2201 4.2309 -8.1423
C -1.5868 4.5602 9.1540
O 6.7215 -5.1594 -2.1093
H 4.3556 1.5054 -5.2081
C -6.1927 -2.9640 4.6797
C -0.5000 1.0298 2.1728
S -5.4259 -1.3034 0.9976
C 2.3960 -5.6045 -2.4171
H 1.9920 0.6702 -2.2040
H 2.2151 0.0679 4.6995
O -2.1618 3.5293 8.3479
S 8.0326 -4.8105 -2.5610
H 10.7120 -5.7554 -3.2096
H -6.8236 1.3588 8.7579
C 1.9031 -2.6730 -5.8632
H 10.2348 -7.4105 -2.7590
O 0.8863 1.0908 -8.7481
H 4.5581 -0.7060 -4.8109
H -6.4474 0.3863 -1.7744
C 0.9815 1.2902 1.6689
H -5.0352 -1.8280 -2.3533
O -1.8584 3.7988 -10.6465
O -5.0366 0.6373 9.4669
C 9.9725 -6.3574 -2.6751
H 1.4583 4.2344 2.4606
O -4.2414 -0.9244 1.6911
H -1.4549 -0.3163 -1.3611
H 9.3157 -6.6564 -0.6315
H 4.3239 1.8206 -3.4391
C -1.5319 5.7787 8.2501
C 1.9113 2.0171 -6.7058
N 0.2177 1.6374 -4.8153
H 0.1630 4.1373 -10.5726
H 3.1557 -1.0579 -6.8040
H 1.0804 0.7301 0.6797
H 1.5682 3.0466 -6.9708
N -0.7730 1.0613 -2.7982
N 4.3441 -0.2373 -3.9222
O -4.7484 -3.7786 7.5469
N 1.6665 0.9844 -3.1177
H 3.5865 3.5630 3.1057
C -5.6873 -0.1133 -1.1756
H 1.1779 2.3711 1.4014
C 1.1704 5.4716 4.2521
O -6.0011 -0.0138 0.2140
H -5.2255 -2.4813 4.5148
O -2.7695 0.3828 8.5175
H -5.5372 -1.0314 7.3309
H -1.2737 3.2692 -8.0052
O -7.0199 -4.8138 7.4931
H -2.5107 6.2593 8.1753
C 1.4417 4.0329 3.5652
C 0.3594 1.1970 -3.4771
H 2.1216 6.0500 4.1227
C 2.9434 2.1384 4.7214
C 2.1187 -1.3996 -6.5516
C 1.0015 -0.5072 -6.9119
H 0.6044 3.3742 3.9101
H -0.7953 6.5085 8.5837
H 1.4851 -5.0735 -2.1418
O -4.7123 0.8219 7.0650
H -0.5878 2.4791 -0.1704
H 2.8178 -3.2847 -5.6036
H 3.2769 4.3115 4.7285
C -0.5883 3.5453 -10.0422
O -2.2481 6.2302 -10.7947
C 9.8361 -5.9068 -1.2330
C -6.1190 -4.4527 4.3961
H 3.6027 -4.0582 -1.4933
O 4.7968 -4.1564 -4.4554
H -2.2625 1.9589 -0.7146
O 8.2820 -3.6781 -3.3861
H 10.7997 -5.6832 -0.7775
C -1.5555 0.7827 1.0102
C 0.5552 -3.1598 -5.4967
H 2.7257 2.2611 5.8268
C 3.5969 -5.1461 -1.6104
C 1.2273 0.8839 -7.6170

Forces on atoms 1 to 6 (eV/Å):
O 0.1 -0.6 0.0
H -0.3 -0.2 -0.4
S 0.0 -0.2 1.0
H 0.0 0.0 0.0
C -0.2 -0.7 0.2
H 0.0 0.0 0.2

HOMO level: -11.44 eV
Energy relative to the best compared isomer or geometry (same formula, charge and spin): 4.455 eV
Charge: +1
LUMO level: -2.7999 eV

=====

# 2
Here is a cluster of 10 separate species, C36H66Br2N8OS in total from the Open Molecules 2025 dataset. Energies are from ωB97M-V with the def2-TZVPD basis set.

Geometry (Å):
O -1.6495 -1.1011 -0.0810
C 0.6623 0.2618 -0.3010
H -3.9324 3.4859 -1.2075
C 4.2719 2.9468 -2.1246
C -2.0807 -3.1159 -4.2850
C -1.4371 2.3504 -3.3774
H -4.1887 0.8278 -1.8866
H 0.0480 -5.5875 -1.6601
H 4.5339 2.8901 -4.7460
N -5.6367 -4.0822 1.6900
C -1.4359 -1.7642 -4.5439
C -6.2203 -3.1162 1.5271
H -1.3220 -3.8461 -4.0038
Br 5.2775 5.3308 4.2477
H 1.7537 -0.8510 4.7684
H 1.9554 0.6979 4.0105
H -0.9747 -6.4980 -0.4838
C -0.4505 6.8436 -1.9446
H 2.3067 -4.1673 0.9947
C 0.1720 -0.4457 6.8290
H -0.3282 0.2933 4.9481
C 0.1391 4.7501 -0.6037
C 1.7490 0.2205 4.9684
H 4.4428 -4.5167 3.1219
H 0.3948 1.5891 5.8817
H 0.5026 -1.7550 -3.5008
C 2.8984 1.7664 -3.9024
H 2.7283 1.5522 -1.7453
H 0.7462 -6.1997 -0.2350
C -2.8242 1.8255 -3.2925
H -2.5568 -3.4513 -5.2064
H -1.3999 7.2832 -2.2501
H -2.2018 -1.1015 -4.9468
H -3.7349 2.3721 0.0925
H -0.7002 -1.6384 2.6543
H 2.2883 0.8786 -4.0682
H -2.5573 -4.3015 -0.5522
C 3.9971 3.9521 3.6692
H -4.3466 0.4894 0.8755
C 3.9784 1.9784 -4.9658
H -2.3500 3.0904 -0.7625
H 5.6920 -4.0084 0.7256
N 2.1783 -0.4308 8.5564
H -0.9527 -1.5702 -2.4346
H 5.7020 -2.5560 1.8374
C -3.2776 1.4262 -1.8817
C -0.4838 -1.3066 -3.3827
C 3.4477 1.7954 -2.5272
H -3.4804 2.5916 -3.7055
C -4.8462 -0.4781 0.8249
H 4.1479 3.1359 4.3756
N 3.7873 -1.8667 -0.4887
C 4.3711 -2.4881 0.2829
H -1.5437 4.8898 -1.7399
H 1.5427 6.1103 -2.7066
C 3.0161 -4.7898 1.5399
H -2.6019 0.7858 -1.3147
C 4.3438 3.4420 2.2019
H -5.0776 -0.5142 -0.2396
H 0.6658 -1.8985 1.5655
H -0.7717 -1.9100 -5.3957
H 0.6232 -0.4393 2.7058
C -6.1995 -0.5365 1.5503
H 3.4903 -5.4701 0.8324
C -0.4268 -4.4374 0.1935
C 1.2605 -0.4392 7.8620
H -6.8741 0.2696 1.2618
H 3.9585 4.1947 1.5141
Br 3.3348 1.7608 1.6533
H -1.5125 5.8577 -0.3245
H 0.0064 7.5208 -1.2230
H 4.2075 1.0160 -2.5861
H 0.9667 7.4017 -3.5067
H 2.5901 0.4086 5.6357
C 5.1044 -3.2942 1.3025
H -0.7809 -0.1846 7.2895
H 1.0409 1.1472 0.2098
H 2.9706 4.3053 3.7670
C -1.9358 -4.2254 0.3399
H 2.2048 2.5931 -4.0562
H 0.0702 -4.4199 1.1635
N -0.3194 2.7205 -3.4515
H -0.2169 -0.2554 -3.4910
N 0.9771 4.1019 -0.1386
H 2.4633 -5.4101 2.2453
C -0.8941 5.5532 -1.1689
C 0.5783 6.5015 -3.0305
C -3.3324 2.6346 -0.8859
C -2.3151 -5.2106 1.3889
H -0.1275 -3.6055 -0.4440
H 1.4113 -0.5292 -0.3390
H -6.1271 -0.2354 2.5954
N -3.9286 -3.0435 -2.3898
S -0.7877 -0.1946 0.7758
H -7.2270 -1.9107 0.1414
C -6.9623 -1.8521 1.1971
H 4.7221 1.1849 -4.8931
H 5.4209 3.2894 2.1327
H -7.8453 -1.9763 1.8240
C 4.0840 -3.9221 2.2818
N 4.9239 3.8758 -1.8380
C 0.4527 0.5206 5.6737
H -0.0231 -1.4397 6.4264
H 0.3949 0.5320 -1.3226
N -2.6399 -5.9516 2.2310
H 0.1720 5.7643 -3.7231
C -3.1221 -3.0507 -3.2504
H 3.7124 1.9650 -6.0228
H 3.5182 -3.0922 2.7052
C 0.0741 -1.1371 2.0736
C -0.1799 -5.7627 -0.6086
H -2.9626 0.9727 -3.9571
H -4.2579 -1.3164 1.1980
H -2.1127 -3.2462 0.7848

Forces on atoms 1 to 6 (eV/Å):
O 0.3 -0.1 0.7
C -0.3 0.0 1.1
H -0.4 -0.1 -0.4
C 0.7 2.4 0.3
C -0.3 0.1 0.0
C 2.7 0.5 -0.1

HOMO level (alpha / beta): 0.17 / -5.98 eV
Spin multiplicity: 2
Charge: -1
LUMO level (alpha / beta): 1.8184 / 1.7947 eV

=====

# 3
Here is a cluster of 3 separate species, C36H66BrF3NO16P3S2 in total from the Open Molecules 2025 dataset. Energies are from ωB97M-V with the def2-TZVPD basis set.

Geometry (Å):
C 1.0104 -1.2933 0.5717
H -0.9868 3.7423 -3.6930
H 5.1331 2.6019 0.1718
F 5.5944 -1.9594 4.4327
O 1.9018 2.8405 -6.3934
H 4.5836 1.7359 -2.5434
P 4.2946 -2.0153 1.4751
F 5.4492 -0.4761 5.9472
H -2.2183 1.7092 1.6611
H 2.0073 0.0982 -6.8562
O 2.1977 -0.9062 3.4187
C 4.3413 2.1945 0.8128
C 3.4409 -0.2436 1.5254
C 4.5452 0.6807 0.9027
C 3.0730 2.8297 0.2159
C -0.7163 0.6293 2.7212
H -0.1511 -2.8566 1.4682
C 0.9078 -2.6572 1.2753
C 0.7010 -1.6137 -0.9328
H -1.7619 1.1717 -7.8897
H 2.7356 0.3643 5.8621
H 3.8491 2.5438 -6.8611
C -9.1392 -3.6983 -0.9537
P -7.5064 -3.2976 1.1428
C 4.2149 0.7795 -2.1779
C 3.0019 4.9634 1.6135
H 2.4108 1.0330 -8.2882
H 3.8528 4.8739 2.2944
P 0.5495 2.3872 -5.5539
H -0.2223 6.0028 -3.1368
H 3.1273 -3.6072 0.3158
H -1.2227 4.1844 -7.8678
H -0.9357 3.0943 -9.2003
C -8.8517 -4.9897 -1.6820
H -8.5801 -2.8620 -1.3723
H 0.0928 -0.7574 0.8129
H 1.4347 -2.3009 -1.3488
H -1.8010 4.8509 -4.7798
H 2.2019 4.3792 2.0837
C 4.7630 -1.0355 4.9053
H 4.3186 0.9850 4.6448
Br 3.4522 2.5149 6.8832
O 1.1344 2.6281 -4.1871
H 2.5728 4.8075 -0.4596
H -3.4062 -2.7642 -0.3554
H 0.0928 6.3628 -4.8417
H 0.7552 1.8315 4.4824
H 1.7977 1.6815 2.4438
C -1.9952 0.7925 2.1941
C -2.9444 -0.2112 2.3462
O -8.8710 -3.8434 0.4589
H 3.3093 1.6731 -5.4248
C 2.5099 1.5115 3.2445
H -4.2337 -3.4987 1.0304
C -1.3097 -1.5345 3.5385
H 4.3273 4.6174 -0.0835
C 0.9917 -0.8298 4.0414
O 5.6200 -1.1367 -1.0375
H -2.0752 2.1958 -6.4965
C -9.3955 -4.5165 3.4880
H -9.0936 -4.8857 -2.7409
H -7.8115 -5.2940 -1.5997
H 3.8212 -3.8980 2.4260
O 6.0521 2.1640 3.3936
C 2.2145 1.3088 5.9260
H -9.4474 -5.8032 -1.2644
C -1.5560 3.2524 -8.3165
F 3.7231 -1.6444 5.4592
C -1.4401 2.0776 -7.3737
C 3.0257 1.9658 -6.4421
H -9.7723 -4.5678 4.5099
H 2.6534 5.9940 1.5619
H 4.3508 0.0410 -2.9680
H -7.4787 -5.3118 4.0351
H -3.9400 -4.4525 -0.4028
C 1.8409 1.9396 4.5753
H 1.7479 0.6945 0.6243
C 2.7711 0.7408 -7.3023
H -2.5924 3.3783 -8.6332
O 3.7139 -2.9801 2.6989
N 3.6728 -2.7877 0.0566
H -5.5251 -3.1694 -1.7220
O 7.0957 0.1045 3.5839
C -4.2016 -3.4503 -0.0579
H -9.7519 -5.3844 2.9337
O 0.9016 -1.1529 5.1892
H -3.9359 -0.0440 1.9432
C -0.8228 4.4453 -4.5092
H 1.9623 3.0192 4.6801
C 0.0956 5.5735 -4.0881
O 6.4654 0.9755 -0.9516
O -6.6323 -2.2236 1.6819
O -6.5882 -3.8217 -0.1125
H 2.8506 2.5853 -0.8230
H 4.4637 -3.1816 -0.4436
H -10.1996 -3.4618 -1.0491
H 3.6842 0.1550 -7.4166
H 3.1425 0.8581 -2.0042
O 5.7767 0.3572 1.5997
O -0.3109 3.7836 -5.6671
H -7.5191 -3.5511 3.9644
H -3.3284 -2.1561 3.1001
H 1.4170 -2.8193 2.2220
C -2.5782 -1.3784 3.0091
H 1.1277 5.2362 -3.9951
H 4.5558 2.7476 1.7270
S 5.9274 0.7632 3.1036
H 0.6307 -0.6640 -1.4731
H -0.3104 -2.0308 -0.9416
C 2.2011 -0.3056 0.5867
C -7.8791 -4.4639 3.4805
O -0.0610 1.8745 -6.9920
O -7.3391 -4.5531 2.1585
H 1.1873 -3.4618 0.5889
C 4.4386 0.1375 3.9668
H 2.1540 2.7054 0.7861
H -0.0056 1.4314 2.5772
H 2.6157 -0.3153 -0.4237
H -1.0738 -2.4601 4.0492
C -5.5314 -3.0224 -0.6386
H 1.3400 1.2260 6.5608
H -9.8221 -3.6306 3.0111
C 3.3089 4.3694 0.2179
S 5.2239 0.2392 -0.8039
H -5.7150 -1.9627 -0.4651
H 3.3681 2.1824 3.1734
C 3.1181 0.1054 3.0574
C -0.3494 -0.5297 3.3933

Forces on atoms 1 to 6 (eV/Å):
C -0.6 -0.8 -1.3
H 0.2 -0.1 0.0
H 0.2 -0.5 0.0
F -0.5 -0.1 -0.5
O 0.1 -0.9 -0.1
H 0.1 0.0 0.3

HOMO level: -7.82 eV
Structure (SMILES): CCCC[C@@]1(S(C)(=O)=O)OS(=O)(=O)[C@H](C(F)(F)F)[C@](CCCBr)(OC(=O)c2ccccc2)[C@]1(CC(C)C)P(N)O.CCOP(=O)(OCC)OCC.CCOP(=O)(OCC)OCC
LUMO level: -1.2721 eV